Entry 1:
Molecular formula: C5H8N
Method: DFT, the ωB97M-V functional and the def2-TZVPD basis

XYZ file:
```
14
Properties=species:S:1:pos:R:3:mulliken_charge:R:1
C -1.7829 -1.2653 0.4460 -0.116
N -1.1598 -0.2701 -0.0010 0.054
C -1.6829 0.9872 -0.4498 -0.789
C 0.1758 -0.3567 0.1016 -0.003
C 1.4555 -0.1213 0.0191 0.426
C 2.8904 -0.1584 -0.1301 -1.048
H -2.8265 -1.5509 0.3652 0.292
H -1.2322 -2.0397 0.9734 0.288
H -2.0513 1.6136 0.3903 0.325
H -2.5749 0.9349 -1.0086 0.385
H -0.8063 1.4236 -1.1201 0.294
H 3.2631 0.1281 0.9352 0.292
H 3.4572 -1.0533 -0.4329 0.324
H 3.2379 0.7679 -0.7860 0.275
```

Computed properties:
energy above the lowest of the compared OMol25 structures with the same formula, charge and spin = 433.8 kJ/mol
HOMO-LUMO gap (spin up / spin down) = 0.321 / 0.321 Eh
net charge = +1
E_HOMO (spin up / spin down) = -14.17 / -14.17 eV

Entry 2:
Molecular formula: C4H6As2F15N3O11Pt
Method: DFT, the ωB97M-V functional and the def2-TZVPD basis

XYZ file:
```
42
Properties=species:S:1:pos:R:3:lowdin_spin:R:1
Pt 17.2669 9.2611 -14.9284 1.618
N 18.1266 11.4828 -17.1950 0.004
O 17.6551 11.1363 -16.0726 0.050
O 18.4745 12.6595 -17.2887 0.010
O 18.3707 10.7034 -18.1434 0.002
N 19.7423 8.0212 -15.0259 0.004
O 19.7542 9.1570 -15.3458 -0.003
O 20.7452 7.3606 -15.3004 0.007
O 18.7373 7.6947 -14.4663 0.086
N 18.1066 10.4873 -11.9358 0.007
O 19.0697 11.1286 -11.5843 0.006
O 17.2795 10.3182 -11.1107 -0.001
O 18.1360 10.0983 -13.0686 0.050
As 14.2630 11.8518 -14.5992 0.002
F 12.8611 10.7491 -14.5790 0.001
F 14.4627 11.6523 -16.3430 0.000
F 15.5189 13.1322 -14.5880 0.001
F 14.1120 12.1246 -12.8583 0.002
F 15.4183 10.5490 -14.3387 0.028
F 13.1913 13.2529 -14.7881 0.000
As 14.8503 7.2602 -12.6913 0.007
F 13.5540 8.4775 -12.8906 0.004
F 15.9911 8.1278 -13.6541 0.032
F 16.1017 6.0454 -12.3828 0.003
F 13.7535 6.3092 -11.6959 0.000
F 14.3287 6.2915 -14.1338 0.004
F 15.4622 8.0968 -11.2156 0.004
C 16.4873 7.4683 -17.9969 0.010
O 15.1966 7.0026 -18.3332 0.004
O 16.4321 7.9862 -16.6827 0.056
C 17.7732 6.7555 -18.4560 0.000
F 18.0046 6.8792 -19.7920 0.000
F 18.9616 7.2008 -17.9499 0.000
F 17.7106 5.4245 -18.2660 0.000
C 15.0783 6.4219 -19.6463 0.002
C 13.6436 5.9838 -19.8677 0.000
H 13.0134 6.7973 -19.5082 0.000
H 13.4989 5.6848 -20.9058 0.000
H 13.4555 5.0076 -19.4207 0.000
H 15.7331 5.5510 -19.6761 0.000
H 15.3890 7.0829 -20.4554 0.000
H 16.5715 8.3898 -18.5731 0.000
```

Computed properties:
energy above the lowest of the compared OMol25 structures with the same formula, charge and spin = 318.4 kJ/mol
HOMO-LUMO gap (spin up / spin down) = 0.189 / 0.194 Eh
net charge = -4
multiplicity = 3
E_HOMO (spin up / spin down) = 2.68 / 2.54 eV

Entry 3:
Molecular formula: C31H31CeN7O2S
Method: DFT, the ωB97M-V functional and the def2-TZVPD basis

XYZ file:
```
73
Properties=species:S:1:pos:R:3:mulliken_charge:R:1
Ce -0.1032 0.4453 0.3747 0.227
O 0.2852 4.7132 0.5714 -0.633
C 0.6479 3.5556 0.5821 0.071
N 0.4885 2.6063 -0.3836 0.131
C -0.0316 2.9396 -1.6159 0.709
C 0.0295 4.2290 -2.1825 -0.787
C -0.4985 4.4599 -3.4246 -0.677
C -1.1249 3.4212 -4.1470 -0.755
C -1.1863 2.1467 -3.6269 -0.282
C -0.6326 1.8782 -2.3801 0.743
N -0.5270 0.5757 -1.9044 -0.152
C -1.6077 -0.2244 -1.8555 -0.002
O -2.7818 0.0680 -2.0054 -0.617
C -1.1998 -1.6661 -1.6172 0.772
C -1.8014 -2.6467 -2.3874 -0.746
C -1.3052 -3.9395 -2.3311 -0.689
C -0.2228 -4.1937 -1.5037 -0.909
C 0.2950 -3.1607 -0.7425 -0.567
N -0.1895 -1.9164 -0.7625 0.467
C 1.3818 3.0444 1.8086 0.371
C 1.9095 3.9989 2.6668 -0.716
C 2.6567 3.5971 3.7583 -0.543
C 2.8699 2.2392 3.9445 -0.997
C 2.2843 1.3520 3.0624 0.027
N 1.5302 1.7211 2.0210 0.266
H 0.5007 5.0310 -1.6379 0.535
H -0.4221 5.4470 -3.8597 0.440
H -1.5382 3.6192 -5.1269 0.429
H -1.6391 1.3426 -4.1897 0.519
H -2.6207 -2.3724 -3.0381 0.567
H -1.7365 -4.7235 -2.9389 0.497
H 0.2235 -5.1766 -1.4515 0.498
H 1.1456 -3.3324 -0.0985 0.860
H 1.7282 5.0392 2.4377 0.575
H 3.0766 4.3228 4.4417 0.485
H 3.4798 1.8701 4.7564 0.471
H 2.4200 0.2878 3.2029 0.500
C -0.9256 0.0507 3.6091 -0.889
C -0.8090 -1.2628 2.8569 -0.056
C 0.4206 -1.9359 2.8378 0.038
C 0.5120 -3.2740 2.4608 -0.414
C 1.8025 -4.0303 2.6094 -1.551
C -0.6416 -3.9181 2.0272 -0.226
C -1.8641 -3.2593 1.9630 0.251
C -3.0886 -3.9791 1.4716 -1.721
C -1.9393 -1.9385 2.3993 0.208
H -1.9479 0.2081 3.9473 0.354
H -0.6316 0.9367 3.0352 -0.010
H -0.2767 0.0072 4.4830 0.470
H 1.2912 -1.4663 3.2839 0.547
H 1.7311 -4.7069 3.4628 0.391
H 2.6426 -3.3608 2.7897 0.396
H 2.0253 -4.6402 1.7327 0.398
H -0.5902 -4.9683 1.7585 0.514
H -3.0760 -5.0255 1.7740 0.457
H -3.1310 -3.9627 0.3782 0.243
H -3.9988 -3.5223 1.8589 0.388
H -2.9111 -1.4638 2.4673 0.634
C -2.1365 4.4363 2.7993 -0.942
C -2.7064 4.2437 1.3879 -0.342
C -2.9367 2.8030 1.0824 0.048
N -2.0419 1.8676 1.1391 -0.064
N -2.5153 0.6094 0.8403 0.266
C -3.7934 0.6134 0.5458 0.010
N -4.5131 -0.4990 0.3088 -0.239
S -4.5012 2.1907 0.6540 -0.143
H -1.8884 5.4842 2.9545 0.363
H -1.2270 3.8463 2.9160 0.095
H -2.8543 4.1315 3.5604 0.368
H -1.9947 4.6358 0.6616 0.032
H -3.6393 4.7945 1.2749 0.574
H -3.9946 -1.2625 -0.1014 0.160
H -5.4325 -0.3718 -0.0857 0.299
```

Computed properties:
energy above the lowest of the compared OMol25 structures with the same formula, charge and spin = 142.9 kJ/mol
HOMO-LUMO gap (spin up / spin down) = 0.182 / 0.183 Eh
net charge = +2
E_HOMO (spin up / spin down) = -13.14 / -13.15 eV

Entry 4:
Molecular formula: C14H26BN2PV
Method: DFT, the ωB97M-V functional and the def2-TZVPD basis

XYZ file:
```
45
Properties=species:S:1:pos:R:3:lowdin_spin:R:1
C 0.4406 3.2709 -2.2407 0.000
C -0.8277 2.7992 -1.8934 0.002
C -0.9777 1.7886 -0.9260 0.008
C 0.1738 1.2609 -0.3405 0.008
C 1.4548 1.7238 -0.6782 0.002
C 1.5815 2.7615 -1.6109 0.000
C -2.3332 1.2734 -0.5335 0.016
C -2.4482 -0.2485 -0.2031 0.042
N -2.4221 -1.0886 -1.3483 0.011
V -0.2109 -0.3110 1.0153 2.426
C 2.6380 1.0177 -0.0647 0.018
P 2.0215 -0.6888 0.3721 0.062
H -1.7126 3.1940 -2.4009 0.001
H 2.5753 3.1357 -1.8790 0.000
H 0.5463 4.0310 -3.0152 0.000
H 2.9820 1.4767 0.8782 0.000
H 3.5117 0.9558 -0.7319 0.002
H -2.7179 1.8137 0.3519 0.001
H -3.0600 1.5010 -1.3300 0.003
H -1.8138 -0.7731 0.5916 0.034
C 3.3945 -1.3820 1.3159 0.008
C 2.1544 -1.4944 -1.2627 0.008
H -3.4677 -0.3806 0.2021 0.002
C -1.5283 -0.9597 -2.4563 0.004
C -3.1242 -2.3419 -1.2585 0.002
H -0.5444 -2.0689 1.2156 0.082
H -2.0038 -1.4916 -3.2963 0.000
H -1.3699 0.0894 -2.7430 0.000
H -0.5324 -1.4262 -2.2894 0.002
H -3.3764 -2.6752 -2.2702 0.000
H -2.5334 -3.1371 -0.7584 0.001
H -4.0533 -2.1998 -0.6817 0.000
H 3.2111 -1.5327 -1.5554 0.001
H 1.7422 -2.5094 -1.2072 0.001
H 1.5862 -0.9285 -2.0103 0.001
H 4.3308 -1.2691 0.7533 0.001
H 3.4739 -0.8562 2.2750 0.000
H 3.2130 -2.4455 1.5125 0.000
H 0.1822 -2.0072 0.6688 0.051
B 0.0071 0.4208 5.4721 0.026
C -0.0823 0.2512 3.9706 0.119
N -0.1650 0.0825 2.8056 0.035
H 1.0009 -0.1463 5.8774 0.007
H -0.9760 -0.0921 5.9740 0.009
H 0.0594 1.6064 5.7339 0.006
```

Computed properties:
HOMO-LUMO gap (spin up / spin down) = 0.274 / 0.306 Eh
multiplicity = 4
E_HOMO (spin up / spin down) = -7.43 / -8.62 eV

Per-record calculated total energy, a.u.: -249.6599; -7236.3530; -2606.5695; -1968.6164